{
  "formula": "C26H64F5N5O11PS2",
  "method": "the ωB97M-V functional and the def2-TZVPD basis",
  "species": ["N", "P", "O", "S", "S", "O", "O", "C", "F", "F", "C", "F", "F", "F", "H", "H", "H", "H", "C", "O", "C", "C", "N", "C", "C", "O", "C", "H", "H", "H", "H", "H", "H", "H", "H", "H", "H", "H", "H", "H", "H", "H", "C", "O", "C", "C", "N", "C", "C", "O", "C", "H", "H", "H", "H", "H", "H", "H", "H", "H", "H", "H", "H", "H", "H", "H", "C", "O", "C", "C", "N", "C", "C", "O", "C", "H", "H", "H", "H", "H", "H", "H", "H", "H", "H", "H", "H", "H", "H", "H", "C", "O", "C", "C", "N", "C", "C", "O", "C", "H", "H", "H", "H", "H", "H", "H", "H", "H", "H", "H", "H", "H", "H", "H"],
  "positions_angstrom": [[2.449, -4.839, -2.845], [2.940, -4.092, -4.265], [3.557, -5.238, -5.218], [4.597, -2.844, -3.559], [6.520, -3.819, -3.617], [7.071, -3.484, -4.880], [6.343, -5.189, -3.309], [7.645, -3.013, -2.322], [8.647, -2.450, -2.977], [8.121, -3.964, -1.535], [6.943, -1.933, -1.471], [6.550, -0.937, -2.263], [5.901, -2.459, -0.835], [7.816, -1.472, -0.584], [1.831, -5.608, -3.103], [3.220, -5.222, -2.305], [2.840, -5.539, -5.788], [4.719, -1.877, -4.491], [3.600, 1.360, 1.710], [2.940, 0.488, 2.601], [1.627, 0.909, 2.980], [0.557, 0.059, 2.330], [0.475, 0.297, 0.893], [-0.311, -0.679, 0.143], [0.078, -2.154, 0.204], [1.295, -2.485, -0.453], [2.462, -2.192, 0.293], [4.655, 1.089, 1.707], [3.223, 1.268, 0.683], [3.509, 2.402, 2.027], [1.471, 1.967, 2.775], [1.557, 0.771, 4.061], [-0.406, 0.301, 2.786], [0.788, -0.989, 2.563], [1.409, 0.320, 0.510], [-0.271, -0.374, -0.906], [-1.355, -0.590, 0.456], [-0.696, -2.708, -0.331], [0.083, -2.547, 1.226], [2.323, -2.338, 1.365], [2.807, -1.172, 0.102], [3.249, -2.872, -0.045], [-1.516, -10.943, -2.035], [-0.622, -11.645, -2.878], [-1.065, -11.807, -4.218], [-0.292, -10.926, -5.177], [-0.606, -9.513, -4.988], [0.298, -8.583, -5.652], [1.790, -8.626, -5.323], [2.136, -8.176, -4.022], [1.936, -9.124, -2.980], [-1.200, -11.115, -1.008], [-1.496, -9.862, -2.219], [-2.540, -11.305, -2.149], [-2.142, -11.635, -4.302], [-0.874, -12.848, -4.489], [-0.547, -11.212, -6.201], [0.774, -11.139, -5.024], [-0.612, -9.307, -3.999], [-0.060, -7.576, -5.417], [0.185, -8.711, -6.733], [2.287, -7.933, -6.010], [2.236, -9.607, -5.513], [2.148, -10.141, -3.310], [0.922, -9.067, -2.579], [2.622, -8.874, -2.171], [0.890, 8.105, 5.204], [0.238, 7.374, 6.223], [-1.179, 7.488, 6.227], [-1.851, 6.219, 5.745], [-1.636, 5.999, 4.320], [-1.992, 4.667, 3.832], [-1.321, 3.445, 4.452], [0.054, 3.291, 4.144], [0.942, 4.090, 4.905], [1.947, 8.155, 5.462], [0.804, 7.617, 4.226], [0.501, 9.124, 5.130], [-1.506, 8.355, 5.646], [-1.476, 7.655, 7.265], [-2.926, 6.300, 5.932], [-1.464, 5.394, 6.356], [-0.664, 6.170, 4.105], [-1.771, 4.659, 2.763], [-3.077, 4.550, 3.926], [-1.810, 2.567, 4.023], [-1.476, 3.380, 5.536], [0.602, 4.213, 5.935], [1.093, 5.069, 4.444], [1.910, 3.585, 4.919], [-4.825, 9.865, -1.113], [-5.351, 9.532, 0.156], [-6.616, 8.887, 0.129], [-6.513, 7.416, 0.475], [-5.842, 6.657, -0.574], [-5.441, 5.302, -0.202], [-4.504, 5.099, 0.986], [-3.173, 5.532, 0.784], [-2.959, 6.925, 0.934], [-4.011, 10.571, -0.955], [-4.418, 8.991, -1.634], [-5.580, 10.339, -1.746], [-7.113, 9.033, -0.834], [-7.229, 9.371, 0.894], [-7.523, 7.017, 0.609], [-5.991, 7.345, 1.438], [-5.021, 7.163, -0.874], [-4.954, 4.868, -1.077], [-6.349, 4.716, -0.025], [-4.432, 4.020, 1.149], [-4.904, 5.522, 1.916], [-3.584, 7.352, 1.720], [-3.125, 7.457, -0.007], [-1.915, 7.069, 1.211]],
  "multiplicity": 1,
  "e_homo_ev": -9.66,
  "energy_ha": -3767.00584,
  "charge": 1,
  "lumo_energy_ev": -5.313
}